{
  "formula": "C64H49IrN4O5P2S",
  "method": "wB97M-V/def2-TZVPD",
  "elements": ["Ir", "S", "P", "P", "O", "O", "O", "O", "O", "N", "N", "N", "N", "C", "C", "C", "C", "C", "C", "C", "C", "C", "C", "C", "C", "C", "C", "C", "C", "C", "C", "C", "C", "C", "C", "C", "C", "C", "C", "C", "C", "C", "C", "C", "C", "C", "C", "C", "C", "C", "C", "C", "C", "C", "C", "C", "C", "C", "C", "C", "C", "C", "C", "C", "C", "C", "C", "C", "C", "C", "C", "C", "C", "C", "C", "C", "C", "H", "H", "H", "H", "H", "H", "H", "H", "H", "H", "H", "H", "H", "H", "H", "H", "H", "H", "H", "H", "H", "H", "H", "H", "H", "H", "H", "H", "H", "H", "H", "H", "H", "H", "H", "H", "H", "H", "H", "H", "H", "H", "H", "H", "H", "H", "H", "H", "H"],
  "coordinates": [[0.353, 0.032, 0.486], [-0.975, -0.555, -2.150], [0.479, -2.704, -0.273], [0.672, 1.976, -1.135], [0.599, -2.376, 3.797], [0.998, -1.405, 1.826], [-1.491, 0.574, -1.201], [-1.583, -2.512, 5.487], [-3.579, -1.514, 5.379], [-1.429, -0.412, 1.609], [2.350, 0.132, 0.450], [-3.151, -0.477, 2.927], [0.763, 1.152, 2.178], [2.946, 0.476, 1.613], [0.719, 3.818, -4.710], [0.071, 3.054, -5.634], [-0.311, -3.804, 0.952], [-1.104, -1.119, 2.753], [-1.240, 4.028, -1.204], [-3.879, -3.858, -2.901], [-3.497, -1.550, -2.411], [4.287, 0.264, 1.821], [-2.701, -0.010, 1.748], [-1.641, -3.126, -2.142], [-0.368, -5.683, 2.455], [-0.291, 3.361, -0.424], [4.324, -3.873, 0.452], [2.457, 1.753, 3.732], [0.290, 2.120, -2.949], [-2.501, -1.759, 4.917], [-2.159, -1.814, -2.151], [-4.522, -5.147, -3.353], [-2.169, -5.439, -2.836], [2.993, 3.278, -0.167], [-0.758, 4.913, 1.380], [4.579, 2.391, -2.273], [2.425, 2.494, -1.173], [-1.707, -5.442, 2.724], [-0.881, -5.822, -2.548], [-1.731, -0.023, -6.102], [4.341, 3.614, -0.219], [2.735, -3.325, -1.761], [-3.360, -6.183, -3.387], [0.817, 3.330, -3.397], [0.332, -4.871, 1.572], [4.835, -4.040, -0.829], [-2.529, -4.101, -2.609], [4.456, -0.568, -0.411], [-0.156, 1.773, 2.947], [-0.195, 3.278, -7.103], [-1.667, -3.581, 1.204], [-0.366, -3.559, -1.698], [-1.131, 1.185, -6.301], [-0.022, -4.887, -1.943], [4.045, -3.751, -1.937], [0.231, -1.695, 2.865], [-0.414, 1.324, -3.912], [-1.919, 5.131, -0.704], [-0.081, 3.811, 0.882], [-2.174, -1.172, 3.577], [1.518, 2.387, 4.526], [-3.574, 0.771, 0.833], [2.049, 1.138, 2.563], [-1.092, 0.084, -3.753], [5.135, 3.172, -1.268], [2.206, -3.187, -0.474], [3.239, 2.045, -2.220], [-1.674, 5.584, 0.583], [-1.022, 2.041, -7.542], [-4.387, -2.581, -2.747], [3.095, -0.382, -0.541], [5.058, -0.263, 0.793], [-1.701, -0.567, -4.805], [3.021, -3.434, 0.634], [-0.484, 1.832, -5.221], [-2.360, -4.393, 2.089], [0.188, 2.393, 4.126], [-2.244, -6.075, 3.419], [-2.015, 2.325, -7.892], [-3.155, -6.524, -4.403], [2.636, -3.293, 1.636], [1.155, 4.779, -4.954], [-0.562, 5.256, 2.389], [-2.195, 6.453, 0.962], [-4.068, 1.574, 1.384], [0.741, 3.364, -7.655], [-5.009, -5.030, -4.321], [-4.351, 0.122, 0.425], [0.940, -5.246, -1.595], [5.847, -4.400, -0.966], [-2.637, 5.643, -1.332], [4.738, 0.513, 2.771], [-2.232, -0.557, -6.899], [2.580, -0.632, -1.454], [-3.003, 1.190, 0.018], [1.332, 3.970, -2.694], [6.118, -0.424, 0.937], [2.818, 1.452, -3.023], [-0.538, -6.836, -2.715], [1.371, -5.090, 1.374], [2.389, 3.673, 0.637], [1.823, 2.883, 5.438], [-0.766, -2.564, 4.939], [-5.304, -5.446, -2.653], [-5.429, -2.356, -2.934], [-0.734, 4.212, -7.263], [4.764, 4.247, 0.551], [-0.552, 1.495, -8.359], [-2.172, -1.527, -4.646], [4.938, -4.099, 1.315], [-1.169, 1.784, 2.584], [-3.581, -7.077, -2.806], [5.188, 2.062, -3.106], [3.498, 1.741, 4.022], [-1.477, 3.683, -2.199], [4.439, -3.882, -2.936], [5.018, -0.963, -1.246], [-0.577, 2.880, 4.715], [6.181, 3.451, -1.311], [-3.411, -4.212, 2.282], [-3.839, -0.521, -2.412], [-2.190, -2.777, 0.694], [0.141, -6.508, 2.937], [0.637, 3.320, 1.512], [2.119, -3.126, -2.630], [-4.069, -0.341, 3.339]],
  "forces_ev_per_a": [[0.5, -1.6, 1.5], [-0.1, -0.2, 0.1], [-0.7, -0.1, -1.0], [-0.8, 0.5, 0.0], [0.0, 0.1, 0.0], [-0.2, 0.1, 0.5], [0.7, -0.3, -0.2], [-0.1, 0.1, -0.1], [0.0, 0.0, 0.0], [-0.7, 0.4, -0.5], [1.1, -0.7, -1.1], [-0.1, 0.1, 0.1], [-0.6, 1.1, 0.0], [-0.2, 0.2, -0.1], [0.1, 0.2, 0.3], [-0.1, 0.0, -0.3], [0.1, 0.3, 0.3], [0.1, 0.0, -0.3], [-0.2, -0.1, 0.1], [-0.2, 0.2, -0.1], [0.2, -0.1, 0.0], [0.2, 0.0, 0.0], [0.2, -0.4, -0.1], [0.0, -0.1, 0.1], [0.0, 0.0, 0.0], [-0.1, 0.0, 0.0], [0.0, 0.0, 0.1], [0.1, 0.0, 0.1], [0.3, 0.0, 0.0], [0.1, -0.1, 0.0], [-0.5, 0.1, 0.1], [0.1, 0.0, 0.1], [0.2, -0.2, 0.0], [0.0, 0.0, -0.1], [0.0, 0.0, 0.0], [0.0, 0.0, 0.0], [0.1, -0.2, 0.2], [0.0, 0.0, 0.0], [-0.3, 0.0, -0.1], [0.0, -0.2, 0.1], [0.0, 0.0, 0.0], [0.1, 0.0, -0.1], [0.0, 0.0, 0.0], [0.0, 0.1, -0.2], [0.0, 0.0, 0.1], [0.0, 0.0, 0.0], [0.1, 0.0, -0.1], [0.1, 0.0, 0.0], [0.3, -0.3, 0.0], [0.0, -0.1, 0.1], [-0.1, -0.1, -0.1], [0.3, -0.1, -0.1], [0.1, 0.3, -0.1], [0.1, 0.4, 0.1], [-0.1, 0.0, 0.1], [0.2, -0.1, 0.0], [0.0, 0.1, 0.0], [0.0, -0.1, 0.0], [0.1, 0.2, -0.2], [-0.2, 0.1, 0.2], [0.0, 0.1, 0.0], [0.0, 0.1, 0.1], [0.0, -0.1, 0.0], [-0.1, 0.5, -0.2], [0.0, 0.0, 0.0], [0.1, 0.0, 0.2], [0.0, 0.1, 0.0], [0.0, 0.0, 0.0], [0.0, 0.0, 0.2], [-0.1, -0.2, 0.0], [0.0, 0.2, 0.3], [0.1, 0.0, 0.1], [0.0, 0.0, -0.1], [0.0, 0.0, 0.0], [0.0, 0.0, -0.1], [0.0, 0.0, 0.0], [0.0, 0.0, 0.1], [0.0, 0.0, 0.0], [0.0, 0.0, 0.0], [0.0, 0.0, 0.0], [0.0, 0.0, 0.0], [0.0, 0.0, 0.0], [0.0, 0.0, 0.0], [0.0, 0.0, 0.0], [0.0, 0.0, 0.0], [0.0, 0.0, 0.0], [0.0, 0.0, 0.0], [0.0, 0.0, 0.0], [0.0, 0.0, 0.0], [0.0, 0.0, 0.0], [0.0, 0.0, 0.0], [0.0, 0.0, 0.0], [0.0, 0.0, 0.0], [-0.1, 0.0, 0.0], [0.0, 0.1, 0.0], [0.0, 0.0, 0.0], [0.0, 0.0, 0.0], [0.0, 0.0, 0.0], [0.0, 0.0, 0.0], [0.0, 0.0, 0.0], [0.1, 0.0, 0.0], [0.0, 0.0, 0.0], [0.1, -0.1, 0.1], [0.0, 0.0, 0.0], [0.0, 0.0, 0.0], [0.0, 0.0, 0.0], [0.0, 0.0, 0.0], [0.0, 0.0, 0.0], [0.0, 0.0, 0.1], [0.0, 0.0, 0.0], [0.0, 0.0, -0.1], [0.0, 0.0, 0.0], [0.0, 0.0, 0.0], [0.0, 0.0, 0.0], [0.1, 0.0, -0.1], [0.0, 0.0, 0.0], [0.0, 0.0, 0.0], [0.0, 0.0, 0.0], [0.0, 0.0, 0.0], [0.0, 0.0, 0.0], [0.0, 0.0, 0.0], [0.0, 0.0, 0.0], [0.0, 0.0, 0.0], [0.1, 0.2, -0.1], [0.0, 0.0, 0.0], [0.0, 0.0, 0.0]],
  "lowdin_charge": [1.326, 0.977, 1.125, 1.096, 0.141, -0.251, -0.588, 0.179, 0.161, 0.001, -0.110, 0.220, -0.044, -0.196, 0.030, -0.122, -0.339, -0.177, -0.066, -0.109, -0.045, 0.051, -0.298, -0.187, -0.033, -0.318, -0.048, 0.052, -0.267, -0.458, -0.379, -0.071, -0.118, -0.069, -0.047, -0.047, -0.367, -0.038, 0.030, 0.023, -0.041, -0.109, -0.071, -0.090, -0.057, -0.047, -0.084, -0.012, -0.105, -0.071, -0.104, -0.273, -0.119, -0.044, -0.052, -0.526, -0.130, -0.037, -0.127, -0.051, 0.024, 0.031, -0.187, -0.318, -0.040, -0.382, -0.112, -0.039, -0.072, 0.020, -0.129, 0.023, -0.014, -0.096, -0.069, -0.050, 0.009, 0.123, 0.134, 0.133, 0.107, 0.135, 0.118, 0.123, 0.105, 0.133, 0.132, 0.103, 0.116, 0.122, 0.122, 0.132, 0.133, 0.114, 0.049, 0.117, 0.139, 0.117, 0.131, 0.103, 0.093, 0.139, 0.088, 0.134, 0.130, 0.133, 0.120, 0.133, 0.117, 0.123, 0.123, 0.131, 0.123, 0.131, 0.110, 0.121, 0.134, 0.136, 0.123, 0.119, 0.130, 0.104, 0.123, 0.060, 0.114, 0.195],
  "homo_energy_ev": [-14.686, -14.674],
  "total_charge": 3,
  "orbital_gap_ha": [0.228, 0.179],
  "spin_multiplicity": 2,
  "total_energy_ha": -4247.929811,
  "lumo_ev": [-8.470, -9.815]
}